Here is C25H22FN5O5S3Sc as an isolated structure from OMol25. Energies are from the ωB97M-V functional and the def2-TZVPD basis.

Each line ends with the natural charge from an NBO analysis.
Cartesian coordinates (Å):
Sc -2.82014 0.20450 -0.26982  1.91
F 2.51288 -2.66723 -2.46427  -0.31
C 2.27380 -2.00383 -1.31723  0.33
C 1.02211 -1.98907 -0.80797  -0.19
C 0.78375 -1.38292 0.44000  -0.20
C -0.55977 -1.08582 0.84114  0.59
O -1.51476 -1.31545 0.01852  -0.74
C -0.73575 -0.46623 2.09655  -0.32
C 0.37219 -0.20732 2.85955  0.17
N 1.63333 -0.37789 2.43821  -0.34
C 2.74844 0.03007 3.27280  -0.08
C 2.60740 1.20961 4.17828  -0.40
C 3.46242 1.31319 2.95070  -0.44
C 1.86933 -0.91896 1.18267  0.30
C 3.15152 -0.89122 0.60984  -0.36
C 3.35488 -1.32713 -0.68727  0.22
N 4.54785 -1.13447 -1.38115  -0.43
C 5.60007 -0.39809 -0.70903  -0.25
C 5.27846 1.11013 -0.64172  -0.24
N 4.40999 1.45586 -1.81361  -0.55
C 4.84947 0.69352 -3.02017  -0.24
C 4.46478 -0.77436 -2.80412  -0.23
C -2.04502 0.09983 2.61053  0.80
O -2.21885 0.25108 3.79078  -0.57
O -2.86478 0.48847 1.65817  -0.81
H 0.20258 -2.43713 -1.35294  0.27
H 0.23653 0.21391 3.84568  0.26
H 3.33671 -0.80797 3.62422  0.23
H 3.08474 1.13869 5.14426  0.24
H 1.68024 1.76400 4.17571  0.24
H 4.53842 1.33668 3.06312  0.23
H 3.05574 1.89847 2.13451  0.24
H 3.94749 -0.43411 1.17110  0.23
H 6.52669 -0.56098 -1.25918  0.23
H 5.76500 -0.79076 0.29098  0.24
H 6.18507 1.70809 -0.71970  0.23
H 4.73790 1.39766 0.25770  0.24
H 4.42486 2.46148 -1.98437  0.45
H 3.40947 1.25315 -1.59209  0.47
H 5.92288 0.84813 -3.11750  0.22
H 4.35563 1.10537 -3.89696  0.25
H 5.10961 -1.41347 -3.40823  0.24
H 3.44902 -0.90719 -3.15624  0.24
S 1.56412 2.31941 -0.57223  -0.34
C 0.00906 1.82422 -0.73105  0.26
N -1.10660 1.48499 -0.76079  -0.66
O -5.03289 -1.24260 -3.10445  -0.87
S -5.03917 -0.43644 -1.92991  2.28
O -4.06834 0.70902 -1.98800  -0.98
N -4.57881 -1.13134 -0.54453  -0.98
C -5.63115 -1.27718 0.34567  0.05
S -5.52111 -1.97576 1.80088  0.03
C -6.85797 -0.60817 -0.19673  -0.12
C -8.10757 -0.52390 0.39424  -0.15
C -9.10960 0.16062 -0.27757  -0.17
C -8.88131 0.74692 -1.52218  -0.18
C -7.63832 0.65811 -2.13143  -0.19
C -6.65119 -0.01065 -1.43239  -0.28
H -8.27475 -0.98685 1.35745  0.25
H -10.09111 0.23851 0.17039  0.23
H -9.68330 1.27073 -2.02397  0.23
H -7.45216 1.09008 -3.10480  0.24

## Properties
Strongest force on any atom, eV/Å: 0.47
ΔE to the lowest compared entry with this formula, charge and spin, kcal/mol: 8.20
HOMO-LUMO gap, eV: 7.15
Spin multiplicity: 1
E_tot, eV: -99892.0765
HOMO level, eV: -10.4
Total charge: +1

Here is C25H22GeN4O2SY as an isolated structure from OMol25. Energies are from the ωB97M-V functional and the def2-TZVPD basis.

Each line ends with the Mulliken charge.
Cartesian coordinates (Å):
Y -1.03554 -1.27400 -1.01789  1.51
S -0.36594 -2.86510 1.23659  -0.47
C 1.27977 -2.68851 1.05911  0.44
N 2.19582 -2.94279 2.08318  -0.57
N 1.72547 -3.02484 3.25147  0.57
C 2.44652 -3.35407 4.36133  1.00
C 1.74503 -3.35904 5.59198  -0.41
C 2.42884 -3.69564 6.72982  -0.73
C 3.78856 -4.02212 6.64421  -0.30
C 4.47948 -4.01452 5.41743  -0.67
C 3.82184 -3.68168 4.26598  -0.18
N 2.01555 -2.36085 -0.07113  -0.49
N 1.33054 -2.04041 -1.08316  0.24
C 1.99977 -1.68519 -2.22151  0.75
C 3.38887 -1.42530 -2.26058  -0.14
C 3.96980 -1.05517 -3.44987  -0.77
C 3.19201 -0.94263 -4.60585  -0.35
C 1.81556 -1.20043 -4.58091  -1.01
C 1.22566 -1.56080 -3.39650  -0.23
H 0.72079 -2.84312 3.42028  0.25
H 0.69192 -3.10391 5.63218  0.37
H 1.92143 -3.70951 7.68401  0.42
H 4.32604 -4.28909 7.54586  0.43
H 5.52879 -4.27249 5.38724  0.43
H 4.32548 -3.66698 3.30986  0.45
H 3.97195 -1.49581 -1.35311  0.48
H 5.02955 -0.84526 -3.49327  0.42
H 3.66411 -0.65443 -5.53653  0.43
H 1.23623 -1.13650 -5.49127  0.44
H 0.17264 -1.84849 -3.41256  0.59
O -0.79763 0.27234 0.19463  -0.42
O -1.57805 0.97485 1.13533  -0.42
Ge -3.38481 0.62606 0.98994  0.95
C -3.38643 -0.14621 -0.87148  -0.59
C -2.79351 0.59125 -1.92411  0.18
C -2.48369 -0.01210 -3.14099  -0.50
C -2.75732 -1.37922 -3.33307  -0.66
C -3.38434 -2.11128 -2.32363  -0.56
C -3.71358 -1.48917 -1.11020  -0.12
C -4.29735 2.26001 1.25903  0.42
C -5.57123 2.24257 1.82952  -0.51
C -6.26038 3.43763 1.97374  -0.57
C -5.68028 4.62818 1.55819  -0.46
C -4.40832 4.64099 1.00049  -0.65
C -3.70659 3.45461 0.84602  -0.21
H -3.70222 -0.57853 1.88265  -0.10
H -2.55713 1.63917 -1.77754  0.40
H -2.03418 0.56758 -3.93824  0.47
H -2.52043 -1.85202 -4.27844  0.53
H -3.64903 -3.14711 -2.50195  0.49
H -4.20400 -2.07044 -0.33568  0.48
H -6.02601 1.31948 2.16830  0.33
H -7.24707 3.43741 2.41658  0.41
H -6.22012 5.55779 1.67875  0.41
H -3.95837 5.57567 0.69405  0.40
H -2.70233 3.47165 0.43985  0.40

## Properties
Strongest force on any atom, eV/Å: 0.80
ΔE to the lowest compared entry with this formula, charge and spin, kcal/mol: 0.00
HOMO-LUMO gap (alpha / beta), eV: 3.47 / 3.47
Spin multiplicity: 1
E_tot, eV: -104701.8835
HOMO level (alpha / beta), eV: -15.6 / -15.6
Total charge: +3

Here is C25H22N2O5 in the gas phase from OMol25. Energies are from the ωB97M-V functional and the def2-TZVPD basis.

Each line ends with the natural charge from an NBO analysis.
Cartesian coordinates (Å):
O -1.94660 -0.74144 1.84226  -0.63
C -1.21113 -0.01081 1.20057  0.66
N -1.58442 1.20208 0.75056  -0.62
H -0.99379 1.68470 0.07571  0.44
C -2.97618 1.56367 0.73086  -0.16
C -3.14054 3.02751 1.07957  0.79
O -2.24892 3.82173 1.19757  -0.58
O -4.43014 3.35700 1.22471  -0.69
H -4.51547 4.30103 1.43348  0.50
H -3.49274 0.94873 1.47690  0.26
C -3.58472 1.28137 -0.66928  -0.41
C -3.33380 -0.15763 -1.01586  -0.07
C -2.15259 -0.52985 -1.64381  -0.20
C -1.85719 -1.86306 -1.86094  -0.29
C -2.74600 -2.84833 -1.45264  0.30
C -3.93869 -2.48290 -0.83701  -0.28
C -4.22000 -1.15075 -0.61732  -0.12
H -5.13901 -0.87714 -0.12045  0.20
H -4.62012 -3.25806 -0.52540  0.22
O -2.49164 -4.17382 -1.63809  -0.67
H -1.62962 -4.28246 -2.05709  0.48
H -0.92654 -2.14235 -2.33922  0.20
H -1.44952 0.22685 -1.96056  0.23
H -4.65151 1.50218 -0.63752  0.23
H -3.10090 1.93745 -1.39594  0.22
C 0.19751 -0.43955 0.90779  0.06
C 0.47062 -1.74508 1.08546  -0.18
C 1.73633 -2.43061 0.88242  0.00
C 2.65306 -2.06335 -0.10643  -0.24
C 3.84597 -2.74818 -0.25046  -0.20
C 4.15037 -3.80797 0.58691  -0.21
C 3.23992 -4.19850 1.55679  -0.20
C 2.04270 -3.52546 1.69603  -0.21
H 1.33265 -3.83088 2.45021  0.22
H 3.46443 -5.03528 2.20161  0.22
H 5.08567 -4.33573 0.47569  0.22
H 4.54009 -2.45295 -1.02393  0.22
H 2.41447 -1.27029 -0.80002  0.22
H -0.34825 -2.34491 1.45984  0.25
N 1.22936 0.46536 0.58926  -0.62
C 1.30369 1.44299 -0.35261  0.67
O 0.36520 1.79882 -1.04887  -0.64
C 2.65769 2.04090 -0.50266  -0.09
C 3.56786 2.12907 0.54772  -0.20
C 4.80760 2.70576 0.33991  -0.21
C 5.15246 3.19173 -0.91105  -0.19
C 4.24609 3.11848 -1.95598  -0.21
C 3.00191 2.55329 -1.75092  -0.17
H 2.27797 2.49675 -2.54985  0.23
H 4.50784 3.50661 -2.92882  0.22
H 6.12407 3.63610 -1.06720  0.22
H 5.50698 2.77968 1.15937  0.22
H 3.30407 1.78429 1.53767  0.21
H 2.12357 0.15794 0.95382  0.41

## Properties
Strongest force on any atom, eV/Å: 0.88
SMILES: O=C(N[C@H](Cc1ccc(O)cc1)C(=O)O)/C(=C/c1ccccc1)NC(=O)c1ccccc1
ΔE to the lowest compared entry with this formula, charge and spin, kcal/mol: 0.00
HOMO-LUMO gap, eV: 8.20
Spin multiplicity: 1
E_tot, eV: -39501.4170
HOMO level, eV: -8.2

Here is C25H22N2O7 in the gas phase in a non-equilibrium geometry from OMol25. Energies are from the ωB97M-V functional and the def2-TZVPD basis.

Each line ends with the natural charge from an NBO analysis.
Cartesian coordinates (Å):
C 2.25689 -2.91613 1.67418  -0.63
C 2.06123 -1.45452 1.93889  0.01
C 0.78510 -0.90464 1.91474  -0.27
C 0.60148 0.45198 2.13591  0.23
C 1.69409 1.26819 2.41522  -0.27
C 2.96198 0.72179 2.44390  -0.19
C 3.14659 -0.62877 2.19944  -0.23
H 4.14245 -1.04654 2.22016  0.21
H 3.81157 1.35379 2.65424  0.22
H 1.54300 2.32292 2.59211  0.23
N -0.67095 1.05874 2.10020  -0.64
C -1.66632 0.75099 1.24261  0.70
O -1.65638 -0.22313 0.51270  -0.65
C -2.87843 1.67973 1.21361  -0.49
H -3.09711 1.84085 0.15515  0.25
H -3.71627 1.11211 1.62733  0.25
C -2.79126 3.03058 1.93329  -0.52
C -1.59662 3.81946 1.45131  0.81
O -0.57232 3.93819 2.07799  -0.61
O -1.77928 4.33293 0.23722  -0.50
C -0.62698 4.94421 -0.33747  -0.19
C 0.49464 3.92623 -0.59653  0.56
O 1.64404 4.21491 -0.36901  -0.52
C 0.08623 2.62065 -1.14751  -0.23
C -1.08583 2.44778 -1.88742  -0.15
C -1.36712 1.23149 -2.46928  -0.26
C -0.49945 0.15292 -2.30350  0.33
C 0.65645 0.30622 -1.54063  -0.23
C 0.94802 1.53285 -0.98592  -0.14
H 1.85333 1.67116 -0.41469  0.24
H 1.33314 -0.52384 -1.40582  0.23
O -0.78288 -0.97253 -3.01802  -0.47
C -0.43224 -2.21072 -2.57833  0.32
C -0.46791 -2.56441 -1.22915  -0.25
C -0.17266 -3.85784 -0.85920  -0.18
C 0.16490 -4.79637 -1.83003  -0.01
C 0.18299 -4.45291 -3.17887  -0.15
C -0.11847 -3.16232 -3.55211  -0.26
H -0.11710 -2.86778 -4.58937  0.23
H 0.43826 -5.20387 -3.91051  0.25
N 0.48715 -6.13711 -1.43482  0.53
O 0.70288 -6.95010 -2.31063  -0.38
O 0.52954 -6.38068 -0.24550  -0.38
H -0.21052 -4.16403 0.17453  0.25
H -0.76164 -1.82752 -0.49839  0.27
H -2.25467 1.09282 -3.06644  0.23
H -1.76859 3.27015 -2.03434  0.22
H -0.23422 5.71698 0.33114  0.23
H -0.95473 5.39652 -1.27526  0.22
H -3.69968 3.59363 1.71588  0.25
H -2.70792 2.89397 3.01278  0.23
H -0.68834 1.95525 2.56811  0.42
H -0.06878 -1.53555 1.73183  0.23
H 3.20438 -3.26072 2.08035  0.22
H 2.26061 -3.10555 0.60021  0.22
H 1.45373 -3.50238 2.11372  0.22

## Properties
Strongest force on any atom, eV/Å: 1.34
SMILES: Cc1cccc(NC(=O)CCC(=O)OCC(=O)c2ccc(Oc3ccc([N+](=O)[O-])cc3)cc2)c1
ΔE to the lowest compared entry with this formula, charge and spin, kcal/mol: 52.06
HOMO-LUMO gap, eV: 8.34
Spin multiplicity: 1
E_tot, eV: -43593.3567
HOMO level, eV: -8.7